{
  "formula": "C6H12O",
  "method": "the ωB97M-V functional and the def2-TZVPD basis",
  "symbols": ["C", "C", "C", "C", "O", "C", "C", "H", "H", "H", "H", "H", "H", "H", "H", "H", "H", "H", "H"],
  "xyz": [[-2.44472, -0.80545, 0.38751], [-1.09416, -0.87173, -0.32395], [-0.05316, 0.13458, 0.17506], [-0.29152, 1.51659, -0.38172], [-0.27098, 2.54702, 0.24640], [1.33946, -0.29293, -0.31559], [2.48161, 0.40770, 0.41293], [-3.04255, -1.69374, 0.15974], [-2.32126, -0.75327, 1.47575], [-3.02879, 0.07090, 0.08359], [-0.64379, -1.86861, -0.21786], [-1.23544, -0.72903, -1.40525], [-0.06672, 0.20397, 1.27118], [-0.42824, 1.52483, -1.49051], [1.40281, -0.09163, -1.39548], [1.39857, -1.38582, -0.21565], [3.44877, 0.11910, -0.00843], [2.48154, 0.15454, 1.47903], [2.39519, 1.49791, 0.33977]],
  "forces_ev_per_a": [[-0.07, 0.02, 0.02], [-0.01, -0.05, -0.06], [-0.01, 0.02, 0.04], [0.02, 0.24, 0.18], [-0.07, -0.42, -0.26], [0.06, -0.03, -0.07], [0.06, 0.02, 0.03], [0.05, 0.15, 0.02], [0.02, -0.05, -0.17], [0.14, -0.09, 0.04], [-0.26, 0.14, 0.07], [0.02, -0.04, 0.12], [0.02, -0.06, -0.17], [-0.05, 0.08, 0.12], [0.02, -0.05, 0.12], [0.18, 0.25, 0.07], [-0.09, 0.03, 0.08], [0.00, 0.01, -0.16], [-0.01, -0.17, -0.02]],
  "nbo_charge": [-0.61, -0.38, -0.34, 0.46, -0.52, -0.38, -0.61, 0.21, 0.21, 0.21, 0.20, 0.20, 0.22, 0.10, 0.20, 0.21, 0.21, 0.21, 0.22],
  "e_lumo_ev": 1.09,
  "smiles": "CCC(C=O)CC",
  "gap_ev": 10.8
}